{
  "formula": "C50H36CoFN10OS",
  "method": "the ωB97M-V functional and the def2-TZVPD basis",
  "total_energy_ha": -4430.4391,
  "spin_multiplicity": 4,
  "e_above_lowest_kj_mol": 810.1,
  "e_lumo_ha": [0.0622, 0.0613],
  "largest_force_ha_per_bohr": 0.035,
  "total_charge": -1,
  "symbols": ["Co", "C", "C", "C", "C", "C", "N", "C", "C", "C", "C", "C", "C", "C", "C", "N", "C", "N", "C", "N", "C", "N", "C", "N", "C", "N", "C", "C", "C", "C", "C", "C", "C", "C", "C", "C", "C", "C", "C", "C", "N", "H", "H", "H", "H", "H", "H", "H", "H", "H", "H", "H", "H", "H", "H", "H", "H", "C", "C", "C", "N", "C", "S", "N", "C", "O", "C", "C", "C", "C", "C", "C", "H", "H", "H", "H", "H", "H", "H", "H", "H", "H", "H", "H", "H", "H", "F", "C", "C", "C", "C", "C", "C", "C", "H", "H", "H", "H", "H", "H"],
  "positions_angstrom": [[-0.19068, -1.61373, -1.20330], [-6.06322, -0.70365, 1.07416], [-5.30749, -0.46752, 2.22872], [-3.96248, -0.76338, 2.27953], [-3.35155, -1.31499, 1.15362], [-2.00260, -1.74476, 0.92644], [-1.04589, -1.70837, 1.82191], [0.25300, -1.77458, 1.57220], [1.31671, -2.00928, 2.51859], [1.34601, -2.26723, 3.88422], [2.56073, -2.57183, 4.47122], [3.73484, -2.63633, 3.71807], [3.72367, -2.39890, 2.35789], [2.51300, -2.08353, 1.76034], [2.15460, -1.87913, 0.37985], [2.96299, -2.14232, -0.63856], [2.47745, -2.16634, -1.87608], [1.28523, -1.58593, -2.18299], [0.61878, -2.32854, -3.09816], [-0.75329, -2.09134, -2.95676], [-1.09011, -3.24248, -0.99526], [-1.28679, -3.28008, -2.42355], [-2.61383, -3.80321, -2.38533], [-3.62416, -3.06665, -1.85257], [-3.27024, -2.18857, -0.96204], [-1.94136, -2.17964, -0.43277], [-4.11902, -1.53098, -0.02372], [-5.47881, -1.23418, -0.05618], [-2.38440, -5.04930, -1.56884], [-2.91532, -6.31121, -1.51750], [-2.40978, -7.18754, -0.55727], [-1.45997, -6.79110, 0.36394], [-0.97602, -5.48459, 0.37216], [-1.42605, -4.64555, -0.61386], [1.50289, -3.32810, -3.60808], [1.40440, -4.33163, -4.56950], [2.51542, -5.10089, -4.84234], [3.72892, -4.88136, -4.18468], [3.84972, -3.91163, -3.21076], [2.74164, -3.14071, -2.90295], [0.80332, -1.65575, 0.33414], [-7.11862, -0.46439, 1.07146], [-5.79747, -0.05359, 3.09968], [-3.38072, -0.60651, 3.17502], [0.43164, -2.25140, 4.45801], [2.60842, -2.79620, 5.53030], [4.66630, -2.89834, 4.20181], [4.61506, -2.48640, 1.75446], [-6.05988, -1.44019, -0.94290], [-3.69118, -6.62462, -2.19748], [-2.76920, -8.20571, -0.54311], [-1.09062, -7.50138, 1.08829], [-0.26486, -5.14114, 1.10858], [0.47169, -4.50798, -5.08292], [2.44819, -5.88367, -5.58712], [4.58597, -5.48537, -4.44577], [4.78697, -3.74304, -2.70473], [2.03959, 2.55348, 3.78482], [2.79651, 3.66727, 3.07072], [2.64985, 3.57711, 1.54752], [1.38041, 4.06495, 1.07443], [0.37451, 3.26261, 0.67693], [0.47368, 1.61629, 0.68485], [-0.77001, 3.86679, 0.20351], [-1.25172, 5.14820, 0.40587], [-2.01084, 5.65313, -0.40152], [-0.86605, 5.82071, 1.66622], [-0.75121, 7.21224, 1.67216], [-0.46497, 7.88617, 2.84206], [-0.30532, 7.18366, 4.02844], [-0.43410, 5.80159, 4.03499], [-0.71751, 5.12119, 2.86748], [2.16201, 2.63272, 4.86365], [2.40319, 1.57851, 3.46838], [0.98018, 2.60215, 3.55163], [3.85836, 3.59860, 3.31565], [2.43232, 4.64178, 3.40945], [2.72794, 2.53298, 1.23536], [3.43874, 4.15868, 1.06087], [1.25065, 5.06476, 1.02464], [-1.28597, 3.31247, -0.47137], [-0.88554, 7.74336, 0.74198], [-0.36922, 8.96275, 2.83201], [-0.08963, 7.71259, 4.94621], [-0.31494, 5.25360, 4.95890], [-0.84059, 4.04918, 2.88661], [0.24633, 5.44672, -5.86696], [0.26115, 4.43024, -4.96019], [-0.93959, 3.85981, -4.55830], [-0.92202, 2.81862, -3.66585], [0.29925, 2.32281, -3.12837], [0.34451, 1.27511, -2.22975], [1.49941, 2.95896, -3.55851], [1.48137, 3.98378, -4.46834], [-1.86685, 4.24414, -4.95429], [-1.84646, 2.34601, -3.36909], [1.29138, 0.93049, -1.85791], [-0.55185, 0.74685, -1.92366], [2.43760, 2.59669, -3.16452], [2.39349, 4.44703, -4.81422]]
}